one) 35
Properties=species:S:1:pos:R:3:mulliken_charge:R:1 method="wB97M-V/def2-TZVPD" mol_weight_g_mol=305.18 total_charge=-1 homo_energy_ev=-4.087 gap_ev=7.120
I 0.12 -0.69 -0.18 -0.808
C 4.38 1.30 -0.23 -1.375
C 3.35 2.39 -0.39 0.603
C 4.06 3.74 -0.84 -0.803
O 5.06 4.29 0.00 -0.344
C 4.48 4.88 1.17 -0.729
N 2.41 1.95 -1.40 -0.710
H 5.05 1.49 0.60 0.312
H 5.00 1.11 -1.11 0.355
H 3.96 0.33 0.02 0.397
H 2.72 2.48 0.49 0.300
H 3.41 4.53 -1.21 0.373
H 4.59 3.54 -1.78 0.294
H 4.14 5.89 0.97 0.286
H 5.28 4.82 1.92 0.277
H 3.70 4.34 1.72 0.302
H 1.86 1.21 -0.98 0.027
H 2.88 1.42 -2.12 0.293
C -4.68 -2.93 2.03 -1.316
C -3.42 -3.21 1.18 0.274
C -3.56 -2.81 -0.32 -0.558
O -4.55 -3.57 -0.93 -0.336
C -4.77 -3.17 -2.27 -0.775
N -2.29 -2.57 1.85 -0.690
H -4.81 -1.84 2.00 0.345
H -4.56 -3.38 3.01 0.333
H -5.57 -3.36 1.58 0.317
H -3.13 -4.26 1.14 0.288
H -2.65 -2.93 -0.91 0.400
H -3.78 -1.74 -0.30 0.303
H -3.89 -3.09 -2.90 0.308
H -5.27 -2.20 -2.24 0.324
H -5.49 -3.86 -2.72 0.246
H -1.50 -2.50 1.22 0.155
H -2.54 -1.60 1.96 0.332

=====

two) 35
Properties=species:S:1:pos:R:3:mulliken_charge:R:1 method="wB97M-V/def2-TZVPD" mol_weight_g_mol=305.18 total_charge=-1 homo_energy_ev=-3.921 gap_ev=6.792
I 3.14 -1.71 2.12 -0.831
C -1.06 -2.75 3.25 -1.205
C -1.20 -3.07 1.77 0.334
C -1.53 -1.85 0.95 -0.403
O -2.73 -1.25 1.45 -0.335
C -3.16 -0.20 0.65 -0.645
N 0.02 -3.64 1.17 -0.689
H -0.93 -3.67 3.84 0.385
H -1.98 -2.32 3.66 0.326
H -0.20 -2.11 3.46 0.229
H -1.98 -3.82 1.63 0.226
H -1.65 -2.14 -0.09 0.418
H -0.70 -1.12 1.02 0.089
H -4.13 0.15 1.01 0.254
H -3.25 -0.48 -0.40 0.291
H -2.47 0.66 0.70 0.216
H 0.77 -2.94 1.23 0.130
H 0.35 -4.37 1.81 0.291
C 0.90 2.39 0.34 -1.411
C 1.12 1.56 -0.95 0.630
C 1.34 2.51 -2.09 -0.964
O 1.29 1.83 -3.33 -0.302
C 1.30 2.71 -4.41 -0.726
N 2.18 0.56 -0.82 -0.578
H 0.83 1.73 1.21 0.364
H -0.02 2.99 0.29 0.372
H 1.74 3.09 0.47 0.410
H 0.16 1.06 -1.15 0.176
H 2.33 3.00 -2.03 0.356
H 0.59 3.31 -2.06 0.371
H 2.17 3.37 -4.38 0.284
H 0.39 3.35 -4.42 0.290
H 1.29 2.11 -5.32 0.253
H 2.01 0.01 0.03 0.109
H 3.05 1.05 -0.61 0.283

=====

It is two) that is the most stable of them.

=====

one) 16
Properties=species:S:1:pos:R:3:mulliken_charge:R:1 method="wB97M-V/def2-TZVPD" mol_weight_g_mol=112.17 total_charge=-1 homo_energy_ev=-2.971 gap_ev=6.768
C -0.36 -0.34 -0.15 -0.320
C -0.21 0.25 -1.55 -0.609
S -0.06 -1.05 -2.81 -0.627
N 0.74 -1.27 0.20 -0.692
H -1.29 -0.91 -0.11 0.276
H -0.40 0.44 0.63 0.069
H 0.68 0.89 -1.54 0.121
H -1.07 0.91 -1.73 0.287
H 1.60 -0.72 0.14 0.192
H 0.80 -1.84 -0.64 0.256
H -0.80 -2.10 2.85 0.301
H 0.34 -1.57 1.97 0.473
O 0.04 -1.63 2.91 -0.728
H 0.20 2.96 -0.81 0.341
H -0.23 2.61 0.60 0.344
O 0.03 3.36 0.05 -0.685

=====

two) 16
Properties=species:S:1:pos:R:3:mulliken_charge:R:1 method="wB97M-V/def2-TZVPD" mol_weight_g_mol=112.17 total_charge=-1 homo_energy_ev=-2.413 gap_ev=5.575
C 0.71 -1.57 -1.03 -0.643
C -0.31 -1.11 -2.24 -0.585
S -0.63 0.62 -2.53 -0.684
N 0.41 -0.80 0.30 -0.515
H 1.70 -1.35 -1.25 0.330
H 0.58 -2.67 -0.91 0.273
H -1.27 -1.70 -2.20 0.200
H 0.17 -1.36 -3.22 0.210
H -0.53 -0.67 0.55 0.247
H 0.61 0.16 0.02 0.206
H 2.64 -1.27 2.70 0.304
H 1.08 -0.87 2.61 0.339
O 1.92 -0.69 2.95 -0.680
H -2.51 4.26 0.58 0.354
H -1.82 4.68 2.09 0.334
O -2.75 4.34 1.57 -0.690

=====

It is one) that is the most stable of them.